(1)
The following is a quantum chemistry calculation of an isolated molecule of ClH2NOS, from OMol25.

Calculated values
LUMO ... 0.162 eV
Relative energy (zero: lowest compared OMol25 entry of this formula, charge and spin) ... 96.4 kJ/mol
E_tot ... -26925.96038 eV
Net charge ... 0
Orbital gap ... 10.37 eV
HOMO ... -10.2124 eV
Molar mass ... 99.542 g/mol

```
6
ClH2NOS, DFT ωB97M-V with the def2-TZVPD basis set
H 0.3759 -1.3128 -1.1703
H 1.4439 1.2036 0.7692
O -0.0686 -1.4450 -0.3027
S -0.3419 -0.0473 0.7128
Cl -2.0101 0.5962 -0.2700
N 0.6008 1.0052 0.2610
```

(2)
The following is a quantum chemistry calculation of a cluster of 6 separate species, C26H57FIN2O17S6 in total, from OMol25.

Calculated values
LUMO ... -4.900 eV
Relative energy (zero: lowest compared OMol25 entry of this formula, charge and spin) ... 0.0 kJ/mol
E_tot ... -141493.71417 eV
Net charge ... +1
Orbital gap ... 7.07 eV
HOMO ... -11.9705 eV
Molar mass ... 1008.043 g/mol

```
110
C26H57FIN2O17S6, DFT ωB97M-V with the def2-TZVPD basis set
C 2.9174 1.0107 1.7227
H 9.6457 -0.3615 6.3384
H 8.6996 -1.3925 3.6062
C -1.5769 -1.2265 -3.9000
C -11.5331 -6.6180 1.3534
H 4.9288 1.3741 2.3470
S 6.3476 -0.7824 4.9200
H -3.3911 5.1408 -3.0492
O -10.9706 -5.5688 2.1830
O -2.8969 5.6110 -0.4903
S -9.3961 -5.4449 2.2569
O -8.8644 -6.4358 3.1373
C 8.3707 3.3795 0.8161
O -6.1524 -2.2121 -2.9780
C 5.0655 -1.7413 5.6484
H 0.3117 -0.6237 -5.9561
C -0.7497 2.3045 2.0753
C 8.8400 -1.4800 4.6840
C -0.3860 1.8383 -4.4591
H 1.5266 2.0299 -5.2212
C -9.3288 -3.8729 3.0416
C -2.0842 -0.1041 -4.7806
H 12.2630 3.8819 3.5466
H 4.1462 -1.1719 5.5311
H 2.0754 -0.1659 -7.8720
H 0.7357 3.6475 -4.0336
C 9.5544 -0.2762 5.2553
H 3.8812 2.7913 2.4946
H 7.6507 3.4574 0.0008
O 1.5358 1.2796 2.0924
H 8.3686 2.3535 1.1797
H -0.8243 1.9638 3.1036
H -11.0744 -6.5690 0.3653
H -6.8095 1.9243 -2.6776
C -2.6493 2.1011 -3.7536
O -5.0329 -1.7934 -0.8184
H -9.7496 -3.1248 2.3759
H -2.5195 -0.2028 -2.2157
S 0.9323 2.6925 1.7307
H 0.1437 0.8242 -6.9705
O 10.7323 3.8572 1.3672
H -6.3561 -4.3886 -1.1528
C 9.7401 3.7936 0.3169
H -7.0543 -3.4484 0.1921
C -1.6563 1.2846 -4.3481
O 6.4509 0.4620 5.6157
H -12.5783 -6.3380 1.2492
C -6.9511 0.8413 -2.6790
C 12.6436 3.1491 2.8408
O 10.3411 1.9210 2.8406
N -1.1771 3.8990 -3.4223
C -11.4042 -7.9953 1.9678
O 1.1278 2.9202 0.3231
H -11.9392 -8.7168 1.3507
H 8.0499 4.0236 1.6343
C -0.2313 3.1763 -3.9718
H 2.8332 0.8484 -6.6375
S -2.9471 4.2342 -0.8620
H 4.9968 -2.6935 5.1307
H -7.9720 -3.6589 -1.3282
H -2.2715 -1.8862 -1.9668
N -2.3672 3.3305 -3.3197
H -1.8483 -0.2700 -5.8289
H -11.8258 -8.0079 2.9722
H 3.7425 1.4758 3.6541
H -8.2787 -3.6684 3.2388
O -7.3458 -1.0594 -1.1503
H 3.0101 -0.0687 1.8169
H 9.7141 4.8042 -0.0836
I 1.8644 0.2517 -3.3533
H -1.6904 3.7185 -0.8985
H -3.6495 1.7277 -3.6273
O -3.7917 3.2707 -0.2159
H 13.1005 2.3159 3.3697
C 0.8595 1.2066 -4.9897
O -8.8820 -5.3508 0.9201
C -3.3584 4.1425 -2.6363
H -7.8061 0.8437 -0.7008
O 11.7691 1.6964 0.8388
C 0.7616 0.3295 -6.2253
H -2.1431 -2.0923 -4.2313
H -0.8942 -0.8112 -1.8653
H -4.3135 3.6351 -2.6775
H 9.4043 -2.3904 4.8714
H -1.3124 3.2275 1.9517
F -3.4795 -0.1267 -4.7158
H 9.0256 0.6480 5.0339
H -9.8822 -3.9274 3.9746
S -6.2248 -2.1129 -1.5515
H -6.0774 0.5203 -0.7152
H 5.2906 -1.8795 6.7020
C -6.9870 -3.5439 -0.8862
C -7.0130 0.3408 -1.2486
H -10.3644 -8.3089 2.0382
H 13.3494 3.5957 2.1469
C 2.1438 0.0261 -6.8091
C 3.9250 1.7088 2.6057
O 6.1969 -0.7810 3.4930
O 7.5510 -1.7302 5.3060
H 10.1019 3.1317 -0.4710
H -0.5338 -1.4394 -4.1134
H 10.5484 -0.2047 4.8162
H -1.0918 1.5357 1.3864
H 2.5728 -0.8473 -6.3307
H -6.1324 0.3787 -3.2314
H 3.0529 1.2661 0.6704
O 1.3763 3.6798 2.6585
H -7.8742 0.6122 -3.2089
C -1.8139 -1.0074 -2.4048
S 11.2932 2.4856 1.9336
```

(3)
The following is a quantum chemistry calculation of an isolated molecule of C3H6N2O, from OMol25.

Calculated values
LUMO ... 0.962 eV
Relative energy (zero: lowest compared OMol25 entry of this formula, charge and spin) ... 325.9 kJ/mol
E_tot ... -8233.32093 eV
Net charge ... 0
Orbital gap ... 10.11 eV
HOMO ... -9.1434 eV
Molar mass ... 86.094 g/mol

```
12
C3H6N2O, DFT ωB97M-V with the def2-TZVPD basis set
H -1.7860 -1.9364 0.6790
H 1.6870 -0.4963 0.9603
H -0.3640 1.5423 0.4803
N -0.5106 -0.3319 1.0332
N -0.5462 0.2738 -1.2058
H 1.6317 -0.0299 -0.7312
H 2.0853 1.2142 0.4372
O -1.2609 -0.9377 -0.9850
H -1.2899 0.9105 -1.4600
C -1.1772 -1.1497 0.3637
C 1.5038 0.3064 0.2427
C 0.0271 0.6346 0.1855
```

(4)
The following is a quantum chemistry calculation of a cluster of 5 separate species, C22H36F2NO17PSi in total, from OMol25.

Calculated values
LUMO ... 0.548 eV
E_tot ... -82301.64649 eV
Net charge ... 0
Orbital gap ... 10.60 eV
HOMO ... -10.0567 eV
Molar mass ... 683.576 g/mol

```
80
C22H36F2NO17PSi, DFT ωB97M-V with the def2-TZVPD basis set
P 0.1800 5.2371 1.5128
H -5.6844 3.3239 -4.0596
H -1.1044 4.4747 2.9964
O 3.5371 3.8189 3.4870
H 2.3634 -4.6952 5.3086
C -1.2346 0.1631 -7.2556
C -3.5399 2.7641 -7.9280
H 1.6263 -8.1103 7.2093
O 3.5511 -7.5611 2.7017
C 1.6873 0.7834 2.1108
H 1.7790 -10.4874 4.3751
O -3.6840 2.8865 -4.2850
H 1.2883 1.5814 -0.4808
O 1.8428 -9.0075 2.9457
O 4.1644 3.3292 -0.7792
O 1.9578 -2.6394 2.8609
H 4.5541 -3.4335 2.9911
C -0.7394 2.3783 -0.4989
Si 1.5254 3.8244 0.3945
C -3.1629 2.8633 -3.0358
H 1.5817 6.8474 1.1757
F 3.3777 5.5827 2.2080
H -4.8329 4.3226 -5.2619
O 2.5992 -7.8855 4.7229
C 1.2203 -9.5911 4.0957
H 2.1909 1.5093 2.7469
N 3.1050 3.4745 1.2550
H -3.7662 -0.1966 -8.9579
H -0.8124 0.3937 -6.2783
C 3.3514 4.2585 2.4149
H -0.3060 0.6458 1.2887
C 1.3828 -8.9422 6.5492
H 2.3503 0.4756 1.3041
H 2.3957 -2.3186 4.8460
H 2.1500 -9.7039 6.6944
H -1.0511 1.4563 -0.9635
O -2.5432 2.2124 -7.2010
C -4.7514 3.8452 -4.2879
H -3.5775 5.5024 -3.5566
C -3.1977 0.7133 -8.7826
C 0.8318 -3.3974 2.8874
H -0.7187 3.2104 -1.1981
C 4.2044 -2.7783 3.7897
O -4.0620 1.8584 -8.7921
H -1.2965 -0.9196 -7.3641
O -3.9126 3.8891 -7.8248
C -5.4422 5.5200 -2.4967
H -5.9110 6.2331 -3.1744
H -0.5467 0.5552 -8.0061
H 1.3786 -0.0553 2.7291
H 0.5633 -7.7316 4.9779
C -2.5980 0.7883 -7.3982
C 4.1927 3.4662 0.3986
O -1.0604 5.2645 0.7121
H -5.0642 6.0575 -1.6276
O -0.1150 -3.2274 2.1923
O 0.9374 -4.3774 3.8207
C 0.4261 1.4278 1.5010
H -3.2801 0.3761 -6.6493
H -2.4536 0.8339 -9.5733
C 2.7295 -2.9696 4.0323
H 2.8553 -5.1159 3.6538
O -2.3812 2.0586 -2.6405
C 0.6489 2.1859 0.1705
H 4.7719 -2.9914 4.6953
H 4.4090 -1.7534 3.4806
H -0.0271 2.0983 2.2346
H 0.4174 -9.3521 6.8449
C 2.3028 -4.3979 4.2643
H -6.1995 4.8205 -2.1397
C 1.3456 -8.4837 5.1137
H -1.4259 2.6886 0.2881
F 5.3642 3.5842 1.0414
O -0.1610 4.6950 2.9727
C -4.3218 4.7901 -3.1906
C 2.7437 -8.0996 3.3859
H 0.1902 -9.8611 3.8775
H 1.7909 4.4059 -0.9305
O 0.7514 6.7250 1.6528
O -3.6517 3.8831 -2.2937
```

(5)
The following is a quantum chemistry calculation of a structure of composition C28H34AsN2O3PPdS, from OMol25.

Calculated values
LUMO (spin up / spin down) ... -5.200 / -8.203 eV
Relative energy (zero: lowest compared OMol25 entry of this formula, charge and spin) ... 92.1 kJ/mol
E_tot ... -123134.31851 eV
Net charge ... +2
2S+1 ... 5
Orbital gap (spin up / spin down) ... 8.43 / 6.83 eV
HOMO (spin up / spin down) ... -13.6262 / -15.0374 eV
Molar mass ... 690.974 g/mol

```
71
C28H34AsN2O3PPdS, DFT ωB97M-V with the def2-TZVPD basis set
As -0.8242 0.1275 -2.3872
C -4.7070 1.9036 -0.4732
C 0.5219 4.0338 4.3094
H 1.7561 0.0134 2.2540
H -1.5901 4.1490 0.1852
N -1.9657 0.0444 1.1709
H -0.1256 2.2410 -3.5862
C -0.9538 5.9151 -0.8293
C -4.1070 -0.7192 0.2788
H -0.4160 0.9130 -4.7268
H -0.0403 7.5785 -1.8277
C 4.7140 0.6410 -0.8849
H 0.4600 5.0024 4.7855
H 0.3683 2.9421 6.1484
H 3.9010 0.8778 -2.8561
C 1.6006 4.8004 -0.8116
H 0.5466 0.7290 5.0777
C 0.6497 3.9478 2.9328
H -3.3276 -0.2178 -2.2109
H -2.9525 1.4167 -2.8005
C 0.0323 1.1790 -3.7703
C 3.3773 1.4832 0.9314
C 2.3772 1.8483 0.0225
O -7.7743 1.4411 -0.5143
Pd 0.0244 0.3027 0.0367
C 0.5619 1.6274 4.4719
H 2.3765 -1.4799 0.6552
H 1.0980 0.9638 -3.8107
H 1.8317 1.9719 -2.0570
C 0.4698 2.8761 5.0736
C -3.5337 1.6320 0.1987
H 5.6256 0.1740 -1.2331
H -1.7963 0.6726 1.9529
H 0.4107 -0.4767 3.0232
C 4.5363 0.8796 0.4756
S -6.9773 1.1654 -1.8414
C 0.5246 4.1028 -0.2548
C 0.1176 6.6031 -1.3873
C 1.3904 6.0492 -1.3754
C -0.7535 4.6675 -0.2655
C 1.5946 -1.6206 -0.0778
C -0.4893 -1.6854 -2.9929
H -2.8334 2.4217 0.4379
C 0.6911 1.5337 3.0966
N 0.7849 0.2587 2.4300
O -6.7523 2.3565 -2.5908
H 3.2656 1.7102 1.9861
H 5.3164 0.6127 1.1761
C -5.5549 0.8468 -0.8087
H 2.2233 6.5936 -1.7990
H -5.9761 -1.2463 -0.6542
H -4.9695 2.9074 -0.7816
C -3.2291 0.3224 0.5497
H 2.5975 4.3809 -0.7949
C 2.5763 1.6318 -1.3486
H -0.9562 -2.3999 -2.3173
C -5.2810 -0.4558 -0.4010
H 0.6830 4.8480 2.3331
H -3.8726 -1.7319 0.5859
H -2.8069 0.0228 -3.8916
H 1.8822 -1.5049 -1.1134
H 0.8025 -2.3221 0.1581
P 0.7953 2.5237 0.5387
H -1.9659 -0.9023 1.5408
C -2.6838 0.3639 -2.8642
H 0.5805 -1.8784 -3.0382
C 0.7262 2.6966 2.3178
C 3.7419 1.0294 -1.7965
O -7.3851 -0.0399 -2.4792
H -0.9140 -1.8058 -3.9888
H -1.9422 6.3538 -0.8329
```

(6)
The following is a quantum chemistry calculation of a structure of composition C25H33CeO2Se, from OMol25.

Calculated values
LUMO (spin up / spin down) ... 0.243 / 0.244 eV
Relative energy (zero: lowest compared OMol25 entry of this formula, charge and spin) ... 143.7 kJ/mol
E_tot ... -108828.24640 eV
Net charge ... 0
2S+1 ... 2
Orbital gap (spin up / spin down) ... 7.01 / 7.02 eV
HOMO (spin up / spin down) ... -6.7704 / -6.7724 eV
Molar mass ... 584.613 g/mol

```
62
C25H33CeO2Se, DFT ωB97M-V with the def2-TZVPD basis set
C 1.2108 -3.6840 -0.6577
C -1.3859 -0.2196 1.6901
H -5.0847 6.7496 -1.3210
H 0.0051 4.5968 -4.2077
H 1.4834 2.4479 1.7165
H -4.3550 5.3729 -0.4282
H -2.9456 -1.1841 0.3735
C -4.6508 5.7452 -1.4317
H 2.0943 0.9547 -2.3854
H -5.3913 5.0665 -1.8949
C 1.4951 0.3412 0.8804
C -1.2056 1.1430 2.1189
H -2.6893 6.8806 -4.0635
C -0.0766 -3.1407 -0.4335
H 1.4406 -0.2923 1.7685
H -2.8735 7.7585 -1.4396
C -2.2686 1.9259 1.5573
C 1.8606 0.9886 -1.3136
C 1.5487 1.7723 0.8536
C -3.4133 6.1089 -3.7520
H 1.7243 -3.4317 -1.5825
C 1.6816 -0.1305 -0.4563
C -3.3560 5.8281 -2.2231
H -4.3744 6.2295 -4.2724
H 1.5161 3.9504 -3.5689
H 1.5853 -5.6092 2.1498
H -0.4227 1.5144 2.7836
H 1.0130 1.7284 -4.5327
H 1.7790 -1.1770 -0.7422
C 0.4756 3.7041 -3.7711
C 1.8376 2.1713 -0.4822
H -1.8038 4.7585 -4.2310
C -0.8030 -3.6417 0.6761
C -2.5565 -0.2812 0.8599
H -4.0602 1.3045 0.2910
Ce -0.8159 1.0518 -0.4079
C -0.2045 -4.4882 1.6095
H 2.8399 -4.8694 0.1055
H -1.8441 -3.3465 0.7867
H 2.0886 3.1878 -0.8008
H 0.1724 2.6910 -5.7540
H -0.7766 -4.8322 2.4748
H -1.4661 6.8677 -2.0873
H -3.4114 3.9337 -4.2910
H -0.7817 -1.0738 1.9841
C 0.2036 2.4687 -4.6755
H -1.9600 2.2873 -4.8265
H -2.2332 6.3462 -0.5084
C 1.8205 -4.5167 0.2803
H -0.6332 4.3621 -2.0138
C -0.2924 3.4412 -2.4838
O -2.7768 4.4910 -2.3502
H -1.2386 0.8355 -3.9824
H 0.4034 2.9382 -1.7806
Se -0.7981 -1.8181 -1.5589
C 1.1186 -4.9286 1.4312
C -2.4002 6.7671 -1.5129
C -3.1153 1.0417 0.7853
H -2.4632 2.9887 1.7536
C -2.8153 4.7152 -3.8058
C -1.1405 1.9139 -4.1783
O -1.3806 2.5469 -2.8788
```

(7)
The following is a quantum chemistry calculation of an isolated molecule of C3H7N3S, from OMol25.

Calculated values
LUMO ... 0.779 eV
Relative energy (zero: lowest compared OMol25 entry of this formula, charge and spin) ... 177.7 kJ/mol
E_tot ... -18528.62873 eV
Net charge ... 0
Orbital gap ... 9.58 eV
HOMO ... -8.7968 eV
Molar mass ... 117.177 g/mol

```
14
C3H7N3S, DFT ωB97M-V with the def2-TZVPD basis set
S 1.7683 1.2680 0.1517
N -0.4997 0.0256 -0.3012
N -1.8232 0.0495 0.1152
H 1.8405 -0.5939 -1.3599
H -1.5965 2.2514 -0.1612
H 0.3016 -1.3762 1.2786
H -1.9407 -0.2748 1.0895
C 0.3381 -1.0136 0.1842
C 1.7948 -0.5424 -0.2199
H -2.3500 -0.5942 -0.5467
N -0.6113 2.4869 -0.0527
H 0.1549 -2.0078 -0.3561
C 0.0248 1.3636 -0.0954
H 2.5985 -1.0421 0.2740
```

(8)
The following is a quantum chemistry calculation of a structure of composition CH4Br2Si, from OMol25.

Calculated values
LUMO (spin up / spin down) ... 0.734 / -1.768 eV
Relative energy (zero: lowest compared OMol25 entry of this formula, charge and spin) ... 355.7 kJ/mol
E_tot ... -149058.80814 eV
Net charge ... 0
2S+1 ... 3
Orbital gap (spin up / spin down) ... 8.83 / 8.86 eV
HOMO (spin up / spin down) ... -8.0939 / -10.6299 eV
Molar mass ... 203.937 g/mol

```
8
CH4Br2Si, DFT ωB97M-V with the def2-TZVPD basis set
H 0.3818 -0.2832 0.6662
H 1.8682 1.4676 0.8829
Br -2.5944 1.0343 -0.2552
C -2.1367 -0.4326 0.7737
H 0.9868 0.6981 -1.3871
Si 1.5373 0.3516 -0.0866
H 2.4424 -0.8164 -0.7121
Br -2.4854 -2.0196 0.1181
```

(9)
The following is a quantum chemistry calculation of a structure of composition AlBH38O17, from OMol25.

Calculated values
LUMO ... -11.263 eV
Relative energy (zero: lowest compared OMol25 entry of this formula, charge and spin) ... 0.0 kJ/mol
E_tot ... -42675.92981 eV
Net charge ... +2
Orbital gap ... 4.39 eV
HOMO ... -15.6553 eV
Molar mass ... 348.081 g/mol

```
57
AlBH38O17, DFT ωB97M-V with the def2-TZVPD basis set
H 2.2310 0.0018 2.5726
O -1.9717 -3.8062 1.7812
H -2.2004 3.1745 0.8582
H -0.6197 5.4945 -1.6110
H -1.6755 5.0182 -0.6362
H -0.4600 2.5902 -3.4240
H 0.2274 0.2131 -4.0720
H -2.7444 0.4863 2.2379
H -2.0120 -4.5314 1.1577
H 0.3098 3.7177 0.0358
O -2.7401 0.4501 -1.5675
H 0.6264 -2.6454 1.4989
H 2.8467 -4.3444 0.9964
H 5.0559 -1.3311 -0.3319
O 0.8067 3.0079 0.4426
H -0.6058 3.3743 -2.1372
H 1.2994 3.4318 1.1452
H -0.8616 -2.6982 1.7728
H -0.0543 1.7410 3.0649
H 2.7557 -3.5655 2.2914
H -2.8930 -1.2437 2.3212
O -3.2228 2.8211 3.2887
H 3.1583 -0.5456 1.5086
H -1.4748 -2.4385 -2.1629
O -0.1607 -2.1009 1.5117
H 5.1704 -0.9543 1.1299
O 2.5569 -2.2366 -4.1098
O 2.2441 -0.3111 1.6681
O -0.9528 -2.6139 -1.3799
Al -0.0014 0.2323 -0.2960
H 2.1160 -1.7184 -3.4366
H -2.4391 2.2728 3.2501
H -2.2561 -0.5053 0.8333
H 1.7300 -2.9978 -1.0472
O -1.9331 2.2558 0.8295
H 3.3384 1.2074 -1.4970
O 1.9021 -2.0714 -0.8791
H -1.2835 -3.4507 -1.0535
O -0.4004 2.5017 -2.4728
H -3.0356 3.5493 2.6963
O 2.3713 -3.6279 1.4170
H -3.6244 0.5436 -1.2131
H -0.5193 0.3132 3.2575
O -0.7639 4.8785 -0.8926
O -0.1278 0.9012 2.6115
B -2.9485 -0.3976 1.6538
H 2.3613 2.2164 -2.0617
O 0.0735 -0.4318 -3.3815
O 4.6399 -0.8011 0.3480
H -2.8288 0.6702 -2.4949
H -2.8366 -3.3991 1.7319
H -3.9192 -0.2597 1.2034
H -0.0521 -1.2579 -3.8484
H -2.7123 1.7705 1.1006
O 2.4072 1.3435 -1.6716
H 3.4155 -1.8246 -4.2060
H 2.6877 -2.0687 -0.3322
```

(10)
The following is a quantum chemistry calculation of a cluster of 2 separate species, C2H3OPS in total, from OMol25.

Calculated values
LUMO (spin up / spin down) ... -1.562 / -1.560 eV
Relative energy (zero: lowest compared OMol25 entry of this formula, charge and spin) ... 354.6 kJ/mol
E_tot ... -24289.66067 eV
Net charge ... 0
Orbital gap (spin up / spin down) ... 7.94 / 7.94 eV
HOMO (spin up / spin down) ... -9.4979 / -9.4973 eV
Molar mass ... 106.086 g/mol

```
8
C2H3OPS, DFT ωB97M-V with the def2-TZVPD basis set
P -1.1207 0.8557 2.1446
S -1.4599 0.3672 0.2133
H 0.8605 0.2686 0.3131
H -0.3654 1.8954 1.6406
C 1.4616 -0.9349 -1.5616
H 1.8674 -1.4480 -2.3468
O -2.4759 -0.6852 0.1823
C 1.2323 -0.3188 -0.5854
```